This record from the Open Molecules 2025 dataset describes one molecule with the formula C18H15B3O3. The level of theory is wB97M-V/def2-TZVPD.

Structure (XYZ):
```
39
Properties=species:S:1:pos:R:3
C 5.19 -1.83 -1.38
C 4.96 -0.65 -0.71
C 3.66 -0.22 -0.52
C 2.57 -0.96 -0.93
B 1.13 -0.45 -0.47
O 1.04 0.59 0.45
B -0.25 1.04 0.86
C -0.28 2.17 1.99
C 0.94 2.59 2.46
C 1.06 3.71 3.28
C -0.06 4.37 3.74
C -1.33 3.87 3.36
C -1.40 2.83 2.45
O -1.41 0.43 0.39
B -1.32 -0.64 -0.53
C -2.59 -1.19 -1.24
C -3.80 -1.15 -0.55
C -4.89 -1.84 -1.07
C -4.77 -2.53 -2.24
C -3.57 -2.54 -2.91
C -2.48 -1.89 -2.39
O -0.04 -1.05 -0.93
C 2.82 -2.10 -1.61
C 4.12 -2.55 -1.84
H 6.20 -2.17 -1.47
H 5.81 -0.09 -0.35
H 3.50 0.66 0.11
H 1.82 2.08 2.16
H 2.04 4.03 3.60
H 0.08 5.20 4.43
H -2.25 4.34 3.65
H -2.37 2.54 2.04
H -3.92 -0.56 0.32
H -5.85 -1.83 -0.56
H -5.65 -2.99 -2.69
H -3.42 -3.11 -3.80
H -1.54 -1.93 -2.89
H 1.99 -2.71 -1.89
H 4.27 -3.48 -2.31
```

As for the HOMO-LUMO gap: 0.3638 hartree. As for the HOMO energy: -9.39 eV. Its lowest unoccupied orbital energy is 0.0187 Ha. Its SMILES is c1ccc(B2OB(c3ccccc3)OB(c3ccccc3)O2)cc1. Its relative energy (zero: lowest compared OMol25 entry of this formula, charge and spin) is 0.0 kcal per mole. Its spin multiplicity is 1. For the molar mass, the calculation gives 311.8 g mol⁻¹.



This record from the Open Molecules 2025 dataset describes C18H15BBrN9O2Tl as an isolated structure. The level of theory is wB97M-V/def2-TZVPD.

Structure (XYZ):
```
47
Properties=species:S:1:pos:R:3
Tl -2.98 -0.42 1.18
C 1.47 -0.98 2.19
C 0.14 -1.39 2.09
N -0.65 -0.40 1.57
N 0.20 0.60 1.25
C 1.47 0.32 1.62
B -0.29 1.84 0.53
N -1.19 2.61 1.48
C -0.88 3.55 2.38
C -1.93 3.71 3.28
C -2.90 2.80 2.78
N -2.47 2.12 1.71
N -1.04 1.47 -0.78
C -0.49 1.81 -2.01
C -1.20 1.12 -2.96
C -2.14 0.40 -2.26
N -2.05 0.60 -0.95
N 0.86 2.83 0.17
C 0.65 4.15 -0.16
C 1.77 4.52 -0.89
C 2.60 3.41 -0.89
N 2.06 2.41 -0.26
H 2.34 -1.58 2.43
H -0.17 -2.29 2.49
H 2.22 0.95 1.26
H 0.02 4.09 2.45
H -2.04 4.39 4.13
H -3.85 2.58 3.22
H 0.34 2.50 -2.13
H -1.04 1.07 -4.06
H -2.92 -0.19 -2.73
H -0.30 4.55 0.07
H 1.93 5.43 -1.47
H 3.59 3.32 -1.38
Br 1.19 -1.38 -1.84
C 0.95 -3.21 -1.75
C 1.60 -4.01 -2.74
N 1.60 -5.30 -2.72
C 1.00 -5.94 -1.74
C 0.30 -5.35 -0.71
C 0.36 -3.92 -0.72
C -0.28 -6.00 0.41
O 0.19 -7.19 0.61
O -1.11 -5.59 1.17
H 2.03 -3.58 -3.64
H 1.06 -7.02 -1.86
H -0.02 -3.41 0.19
```

As for the HOMO-LUMO gap (spin up / spin down): 0.3215 / 0.2227 hartree. As for the HOMO energy (spin up / spin down): -9.15 / -9.15 eV. Its lowest unoccupied orbital energy (spin up / spin down) is -0.0146 / -0.1135 Ha. Its spin multiplicity is 2. For the molar mass, the calculation gives 684.5 g mol⁻¹.



This record from the Open Molecules 2025 dataset describes one molecule with the formula C18H15BrFN7O. The level of theory is wB97M-V/def2-TZVPD.

Structure (XYZ):
```
43
Properties=species:S:1:pos:R:3
F -2.90 -1.62 -8.00
C -2.58 -1.21 -6.76
C -3.39 -1.52 -5.71
C -2.89 -1.15 -4.35
N -3.49 -1.43 -3.23
C -2.63 -0.88 -2.25
C -1.52 -0.28 -2.81
C -0.47 0.37 -2.06
N 0.55 1.00 -2.64
C 1.54 1.47 -1.87
C 1.43 1.34 -0.51
C 0.33 0.73 0.03
N 0.21 0.66 1.42
C -1.13 0.31 1.98
C -1.20 0.53 3.49
O -0.05 0.02 4.21
C 1.20 0.57 3.68
C 2.33 0.06 4.56
C 3.65 -0.08 4.34
N 4.28 -0.50 5.52
C 3.33 -0.68 6.42
N 2.11 -0.37 5.85
C 1.37 0.20 2.21
N -0.63 0.29 -0.76
N -1.68 -0.51 -4.18
C -0.89 -0.11 -5.28
C -1.33 -0.42 -6.56
Br -0.30 0.14 -8.05
H -4.29 -2.03 -5.94
H -2.80 -0.92 -1.19
H 2.42 1.98 -2.28
H 2.19 1.76 0.15
H -1.37 -0.73 1.79
H -1.91 0.92 1.49
H -2.07 0.00 3.91
H -1.35 1.62 3.68
H 1.19 1.67 3.75
H 4.15 0.19 3.42
H 3.46 -1.05 7.42
H 1.20 -0.50 6.24
H 2.29 0.70 1.90
H 1.54 -0.88 2.08
H 0.07 0.35 -5.09
```

As for the HOMO-LUMO gap: 0.3191 hartree. As for the HOMO energy: -8.42 eV. Its lowest unoccupied orbital energy is 0.0098 Ha. Its SMILES is Fc1cc2ncc(-c3nccc(N4CCO[C@@H](c5cnc[nH]5)C4)n3)n2cc1Br. Its spin multiplicity is 1. For the molar mass, the calculation gives 444.3 g mol⁻¹.



This record from the Open Molecules 2025 dataset describes a 2-piece molecular cluster, C18H15BrNOPS overall. The level of theory is wB97M-V/def2-TZVPD.

Structure (XYZ):
```
38
Properties=species:S:1:pos:R:3
O 1.89 -4.60 -0.30
P 3.02 -3.64 -0.28
C 2.60 -1.98 -0.79
C 3.57 -1.21 -1.42
C 3.33 0.07 -1.86
C 2.06 0.61 -1.66
Br 1.69 2.37 -2.26
C 1.07 -0.13 -1.04
C 1.33 -1.43 -0.59
N 0.30 -2.15 0.02
C -0.92 -2.18 -0.69
C -1.56 -3.39 -0.95
C -2.75 -3.37 -1.65
C -3.32 -2.17 -2.07
C -2.68 -0.96 -1.82
C -1.48 -0.98 -1.12
S -0.57 0.50 -0.76
H 4.04 -4.02 -1.18
H 3.66 -3.57 0.97
H 4.55 -1.64 -1.59
H 4.09 0.65 -2.37
H 0.60 -3.08 0.29
H -1.10 -4.31 -0.60
H -3.25 -4.30 -1.88
H -4.25 -2.17 -2.62
H -3.11 -0.03 -2.15
C -1.52 4.64 3.63
C -0.26 4.90 3.10
C 0.19 4.19 2.00
C -0.62 3.21 1.43
C -1.87 2.95 1.96
C -2.32 3.66 3.06
H -1.87 5.20 4.49
H 0.37 5.66 3.55
H 1.17 4.39 1.59
H -0.27 2.65 0.57
H -2.49 2.18 1.52
H -3.30 3.46 3.47
```

As for the HOMO-LUMO gap: 0.3085 hartree. As for the HOMO energy: -8.11 eV. Its lowest unoccupied orbital energy is 0.0104 Ha. Its SMILES is O=[PH2]c1ccc(Br)c2c1Nc1ccccc1S2.c1ccccc1. Its spin multiplicity is 1. For the molar mass, the calculation gives 404.3 g mol⁻¹.



This record from the Open Molecules 2025 dataset describes one molecule with the formula C18H15ClN4O2. The level of theory is wB97M-V/def2-TZVPD.

Structure (XYZ):
```
40
Properties=species:S:1:pos:R:3
C 1.88 -1.45 1.01
C 0.76 -2.41 0.61
O -0.26 -2.34 1.59
C 0.29 -2.08 -0.78
N 1.10 -2.22 -1.79
C 0.41 -1.80 -2.90
C 0.80 -1.75 -4.23
C -0.12 -1.28 -5.14
C -1.40 -0.87 -4.75
C -1.80 -0.92 -3.43
C -0.88 -1.39 -2.51
N -0.93 -1.58 -1.14
C -2.09 -1.31 -0.33
C -1.82 -0.37 0.79
N -2.51 -0.26 1.89
N -1.93 0.71 2.61
C -0.92 1.16 1.93
C 0.00 2.20 2.31
C 1.03 2.59 1.46
C 1.91 3.58 1.85
C 1.76 4.19 3.09
Cl 2.86 5.43 3.57
C 0.73 3.80 3.94
C -0.14 2.81 3.56
O -0.80 0.51 0.74
H 2.67 -1.50 0.26
H 2.27 -1.73 1.98
H 1.50 -0.44 1.07
H 1.18 -3.43 0.57
H -0.75 -3.16 1.63
H 1.78 -2.07 -4.53
H 0.14 -1.22 -6.19
H -2.09 -0.51 -5.50
H -2.79 -0.60 -3.14
H -2.85 -0.85 -0.98
H -2.52 -2.22 0.09
H 1.14 2.12 0.49
H 2.71 3.89 1.19
H 0.63 4.29 4.90
H -0.95 2.49 4.20
```

As for the HOMO-LUMO gap: 0.3251 hartree. As for the HOMO energy: -8.64 eV. Its lowest unoccupied orbital energy is 0.0075 Ha. Its SMILES is C[C@@H](O)c1nc2ccccc2n1Cc1nnc(-c2ccc(Cl)cc2)o1. Its relative energy (zero: lowest compared OMol25 entry of this formula, charge and spin) is 43.9 kcal per mole. Its spin multiplicity is 1. For the molar mass, the calculation gives 354.8 g mol⁻¹.



This record from the Open Molecules 2025 dataset describes one molecule with the formula C18H15ClN4OS2. The level of theory is wB97M-V/def2-TZVPD.

Structure (XYZ):
```
41
Properties=species:S:1:pos:R:3
C -6.90 -2.85 -0.48
C -6.13 -1.61 -0.20
C -6.64 -0.44 0.30
S -5.40 0.75 0.48
C -4.29 -0.43 -0.13
N -2.96 -0.14 -0.28
C -2.45 1.09 0.04
O -3.17 1.97 0.48
C -1.02 1.27 -0.18
C -0.34 2.44 0.06
C 1.03 2.33 -0.26
C 2.26 3.02 -0.30
C 2.54 4.42 0.09
N 3.20 2.22 -0.76
N 2.65 1.02 -1.04
C 3.45 -0.09 -1.48
C 3.77 -0.99 -0.31
C 4.65 -0.54 0.67
C 4.93 -1.31 1.78
C 4.34 -2.55 1.93
C 3.45 -3.01 0.97
C 3.17 -2.23 -0.14
Cl 2.04 -2.85 -1.31
C 1.34 1.04 -0.74
S 0.01 -0.02 -0.80
N -4.79 -1.58 -0.43
H -6.81 -3.10 -1.54
H -7.95 -2.72 -0.23
H -6.49 -3.68 0.09
H -7.65 -0.22 0.56
H -2.37 -0.88 -0.65
H -0.83 3.32 0.44
H 1.94 5.10 -0.50
H 3.59 4.64 -0.07
H 2.30 4.57 1.14
H 4.37 0.33 -1.90
H 2.91 -0.64 -2.26
H 5.10 0.43 0.54
H 5.62 -0.94 2.53
H 4.55 -3.15 2.79
H 2.98 -3.97 1.09
```

As for the HOMO-LUMO gap: 0.3063 hartree. As for the HOMO energy: -8.11 eV. Its lowest unoccupied orbital energy is 0.0082 Ha. Its SMILES is Cc1csc(NC(=O)c2cc3c(C)nn(Cc4ccccc4Cl)c3s2)n1. Its spin multiplicity is 1. For the molar mass, the calculation gives 402.9 g mol⁻¹.



DFT total energy? In order: -27089.523, -111827.175, -104146.842, -112614.187, -41487.403, -61110.930 eV.